(1)
The molecule C15H16N4O3S2. Source: OMol25; level of theory: ωB97M-V with the def2-TZVPD basis set.

```
40
C15H16N4O3S2, DFT ωB97M-V with the def2-TZVPD basis set
C -6.15395 2.33518 -2.95928
H -6.80081 2.59010 -3.79685
O -4.84699 2.29802 -3.48697
C -3.81760 2.00076 -2.66511
C -3.93053 1.72486 -1.30326
C -2.80039 1.43520 -0.56783
C -1.53498 1.42015 -1.15338
C -1.42820 1.68652 -2.52102
C -2.55134 1.97037 -3.26157
H -2.48329 2.17316 -4.31851
H -0.47540 1.65218 -3.02851
C -0.39607 1.10429 -0.27589
O -0.51884 0.64970 0.84771
N 0.86044 1.35893 -0.77340
C 1.97552 1.10302 -0.02998
N 3.18031 1.28306 -0.45911
N 4.10692 0.95056 0.43016
C 3.62220 0.52329 1.54607
S 4.65745 0.02497 2.84644
C 3.45888 -0.77422 3.96098
H 4.05493 -1.15671 4.79113
H 2.76773 -0.02492 4.34946
C 2.64228 -1.92389 3.36094
O 1.59189 -2.24415 3.86396
N 3.19819 -2.52084 2.28976
C 2.52732 -3.51335 1.51128
C 2.34877 -3.24427 0.04641
C 1.16685 -3.19886 0.96416
H 0.44401 -3.99784 0.92312
H 0.73809 -2.23984 1.20866
H 2.44650 -4.06986 -0.64136
H 2.73115 -2.31000 -0.33872
H 2.72860 -4.53115 1.83011
H 4.09587 -2.19192 1.95907
S 1.85222 0.48556 1.60019
H 1.01042 1.76221 -1.68577
H -2.87770 1.21643 0.48641
H -4.89006 1.73188 -0.81183
H -6.45018 1.36241 -2.55575
H -6.25015 3.09902 -2.18193
```

HOMO level: -8.386 eV
Orbital gap: 8.57 eV
2S+1: 1

---

(2)
A structure of composition C15H17AsN4O6PdS4. Source: OMol25; level of theory: ωB97M-V with the def2-TZVPD basis set.

```
48
C15H17AsN4O6PdS4, DFT ωB97M-V with the def2-TZVPD basis set
Pd 0.32551 -0.62805 1.79167
S -1.20875 -2.56745 1.39759
C -2.29894 -1.42220 0.71719
S -1.73613 0.19242 0.74220
C -3.53852 -1.78115 0.16902
C -4.37720 -0.82809 -0.46349
N -5.08871 -0.08421 -0.99076
C -3.95710 -3.13268 0.08662
N -4.32101 -4.22387 -0.03480
O 1.66599 0.25453 5.64154
As 0.23505 0.63827 4.70617
O -0.76885 1.50516 5.65374
O -0.35187 -0.68980 3.87496
C 0.82238 1.74375 3.19036
C -0.06828 2.78286 2.91271
C 0.05625 3.55322 1.76891
C 1.09393 3.30450 0.87894
C 2.00293 2.29727 1.14890
C 1.87113 1.50345 2.28986
S 3.18530 0.30221 2.59829
O 3.81283 0.73909 3.84067
O 4.04709 0.35124 1.43673
O 2.45968 -0.96796 2.77235
H 2.46236 0.23206 5.07556
H -0.87299 2.95607 3.61689
H -0.66080 4.34034 1.56610
H 1.19574 3.89626 -0.02429
H 2.82369 2.08471 0.47757
C -1.22399 -2.88958 -3.86262
C -1.55379 -2.33503 -2.48061
N -0.37231 -2.09004 -1.67251
C 0.35984 -0.97389 -1.69215
S 1.58651 -0.71398 -0.55236
N 0.09399 -0.08471 -2.67065
C 0.73662 1.21433 -2.78986
C 2.05891 1.16216 -3.54367
H -2.14405 -3.06501 -4.42568
H -0.69025 -3.83651 -3.76996
H -0.59154 -2.21228 -4.44277
H -2.16391 -3.05235 -1.93784
H -2.15645 -1.42206 -2.54716
H -0.24975 -2.65007 -0.83447
H -0.59575 -0.32820 -3.35843
H 0.89305 1.59684 -1.78166
H 0.03017 1.87669 -3.29331
H 2.77092 0.55064 -2.98980
H 2.47617 2.16669 -3.65428
H 1.92493 0.73442 -4.54141
```

HOMO level (spin up / spin down): -2.253 / -2.759 eV
Orbital gap (spin up / spin down): 6.40 / 6.91 eV
<S²>: 2.01
2S+1: 3
Total charge: -2

---

Computed values of energy above the lowest of the compared OMol25 structures with the same formula, charge and spin (unit: eV) for the preceding records, in sequence: 0.8052, 0.2779.